ORCA calculation (ωB97M-V/def2-TZVPD) on an isolated molecule of C7H10N2O3.

- DFT total energy (Eh) = -607.8291
- HOMO-LUMO gap (eV) = 9.7
- ΔE to the lowest compared entry with this formula, charge and spin (eV) = 4.580
- SMILES = COC(=O)C1=CCCN(N=O)C1

Geometry as XYZ:
```
22
Properties=species:S:1:pos:R:3:forces:R:3
C -3.6590 -1.2292 0.0538 -3.754 -0.449 -1.202
O -2.3537 -0.8907 0.2065 3.626 0.513 -0.475
C -1.9111 0.3819 -0.0592 0.399 -1.333 0.326
O -2.6908 1.2515 -0.2579 -0.537 1.311 -0.456
C -0.3940 0.5350 -0.0268 -0.139 0.620 0.716
C 0.1107 1.7737 -0.2346 1.155 -1.064 -0.374
C 1.6335 2.0842 -0.1769 -1.950 1.018 -1.470
C 2.2855 0.9554 0.5606 1.530 0.964 2.617
N 1.8887 -0.3309 0.1742 -1.448 -0.798 -0.724
N 2.7648 -1.2014 -0.3368 1.074 2.335 0.630
O 2.4121 -2.3269 -0.3953 -0.918 -2.030 -0.438
C 0.4762 -0.6513 0.4056 0.469 -0.588 -2.195
H -4.0144 -1.5004 -1.1597 1.160 1.162 3.391
H -4.3072 -0.2784 0.4874 1.042 -2.958 -1.098
H -3.6995 -2.2623 0.5890 -0.687 2.104 -0.657
H -0.5074 2.5900 -0.5488 -0.574 0.124 0.019
H 1.7293 3.1665 0.1896 0.277 -1.804 0.085
H 2.0178 2.1398 -1.2442 -0.412 -0.193 1.068
H 1.9630 0.9333 1.6657 0.792 0.865 -1.209
H 3.3801 1.0233 0.4822 -0.283 -0.107 0.261
H 0.2893 -0.9456 1.4358 -0.095 -0.234 0.019
H 0.3830 -1.5099 -0.3213 -0.727 0.541 1.165
```
Positions in Å, forces in eV/Å.

Mulliken atomic charges, in units of e: number 1, C, carries -0.610; number 2, O, carries -0.226; number 3, C, carries 0.319; number 4, O, carries -0.571; number 5, C, carries 0.425; number 6, C, carries -0.457; number 7, C, carries -0.524; number 8, C, carries -0.720; number 9, N, carries 0.652; number 10, N, carries -0.247; number 11, O, carries -0.468; number 12, C, carries -0.628; number 13, H, carries 0.220; number 14, H, carries 0.278; number 15, H, carries 0.203; number 16, H, carries 0.435; number 17, H, carries 0.354; number 18, H, carries 0.289; number 19, H, carries 0.287; number 20, H, carries 0.391; number 21, H, carries 0.253; number 22, H, carries 0.345


ORCA calculation (ωB97M-V/def2-TZVPD) on a structure of composition C3H7N3O.

- DFT total energy (Eh) = -357.9215
- HOMO-LUMO gap (eV) = 9.0
- ΔE to the lowest compared entry with this formula, charge and spin (eV) = 3.494

Geometry as XYZ:
```
14
Properties=species:S:1:pos:R:3:forces:R:3
C -0.3711 -0.4133 0.3291 -0.015 0.056 -0.963
C 0.4678 0.4985 -0.5162 -0.328 -0.238 0.509
N 0.2740 -1.4475 0.9981 -0.059 0.221 0.057
N -1.4327 0.1367 1.0370 0.407 -0.173 0.141
N 1.3719 1.4600 -0.0227 0.099 0.116 -0.196
C 0.0880 0.1304 -1.7599 0.424 0.420 -0.742
O 0.0974 0.1289 -2.9493 -0.169 -0.167 0.864
H -2.0663 -0.4955 1.5053 -0.054 0.288 -0.176
H -1.7940 1.0077 0.6815 -0.148 -0.316 0.022
H -0.2288 -1.9905 1.6864 0.105 -0.004 -0.299
H 0.9918 -1.9102 0.4634 -0.162 -0.101 0.187
H 2.3296 1.3302 -0.3191 -0.076 0.048 0.026
H 1.0850 2.4196 -0.1630 0.083 -0.070 -0.012
H -0.8127 -0.8549 -0.9705 -0.107 -0.079 0.583
```
Positions in Å, forces in eV/Å.

Mulliken atomic charges, in units of e: number 1, C, carries 0.891; number 2, C, carries -0.472; number 3, N, carries -0.493; number 4, N, carries -0.498; number 5, N, carries -0.486; number 6, C, carries 0.345; number 7, O, carries -0.516; number 8, H, carries 0.191; number 9, H, carries 0.232; number 10, H, carries 0.172; number 11, H, carries 0.249; number 12, H, carries 0.234; number 13, H, carries 0.231; number 14, H, carries -0.080


ORCA calculation (ωB97M-V/def2-TZVPD) on a structure of composition C29H29AgN2P2SSe.

- DFT total energy (Eh) = -4861.3305
- HOMO-LUMO gap (eV) = 7.7

Geometry as XYZ:
```
65
Properties=species:S:1:pos:R:3:forces:R:3
Ag -0.1479 0.2740 -1.7934 0.097 -0.206 -0.056
C 4.9615 -5.8866 -1.7928 0.061 0.024 -0.018
S 3.3638 -6.6494 -1.4629 -0.019 -0.019 0.003
C 2.7128 -5.4999 -0.2325 -0.023 0.007 0.030
C 2.4112 -4.1121 -0.7758 0.022 -0.007 -0.022
C 1.8122 -3.2222 0.3170 -0.005 0.001 0.027
N 1.1399 -2.0078 -0.1694 -0.024 0.058 -0.031
P -0.5074 -1.9756 -0.6502 -0.018 -0.052 0.020
C -0.7274 -3.4770 -1.6543 0.015 0.005 -0.008
C -0.8394 -4.7592 -1.1163 -0.013 0.012 0.004
C -0.8351 -5.8675 -1.9472 -0.001 -0.004 0.015
C -0.7261 -5.7047 -3.3228 0.004 -0.004 -0.012
C -0.6422 -4.4329 -3.8684 -0.003 -0.010 -0.009
C -0.6469 -3.3223 -3.0363 0.005 0.023 0.001
C -1.4540 -2.3532 0.8557 -0.005 0.004 0.013
C -2.7476 -2.8640 0.7459 0.009 -0.019 -0.004
C -3.5289 -3.0417 1.8760 -0.008 -0.012 0.003
C -3.0307 -2.7098 3.1288 -0.006 0.005 0.004
C -1.7532 -2.1843 3.2444 0.014 0.003 -0.009
C -0.9730 -1.9986 2.1120 0.012 0.004 -0.001
P 1.9321 -0.5610 -0.6100 0.059 0.025 -0.016
C 3.3779 -1.0995 -1.5762 0.013 0.001 0.004
C 3.1710 -1.3381 -2.9334 -0.013 0.003 -0.003
C 4.1888 -1.8576 -3.7180 0.005 -0.004 0.001
C 5.4286 -2.1251 -3.1528 -0.002 0.000 -0.008
C 5.6506 -1.8665 -1.8066 -0.003 0.004 0.001
C 4.6288 -1.3548 -1.0197 0.015 0.007 0.003
C 2.7050 0.1084 0.8931 -0.029 -0.050 0.037
C 3.4087 1.3048 0.7542 0.000 0.026 -0.023
C 3.9896 1.9102 1.8548 0.015 0.012 0.003
C 3.8674 1.3336 3.1127 0.003 -0.001 0.001
C 3.1608 0.1512 3.2621 -0.003 -0.004 -0.009
C 2.5809 -0.4590 2.1568 0.012 0.004 0.004
H 5.5041 -6.5619 -2.4524 -0.003 -0.003 0.001
H 5.5340 -5.7676 -0.8723 -0.014 -0.010 0.009
H 4.8615 -4.9227 -2.2890 -0.018 -0.004 0.001
H 3.4062 -5.4518 0.6126 0.009 -0.006 -0.009
H 1.7953 -5.9687 0.1328 0.000 -0.001 -0.005
H 1.7275 -4.1990 -1.6189 -0.028 0.000 -0.007
H 3.3259 -3.6582 -1.1564 -0.010 -0.005 -0.004
H 2.6016 -2.9306 1.0149 0.002 -0.031 -0.016
H 1.0805 -3.7906 0.9016 0.010 0.000 -0.014
H -0.9192 -4.8913 -0.0439 -0.017 0.002 0.014
H -0.9095 -6.8611 -1.5240 0.000 0.001 0.004
H -0.7123 -6.5727 -3.9689 -0.004 -0.001 0.000
H -0.5755 -4.3036 -4.9406 0.001 0.000 0.000
H -0.5849 -2.3247 -3.4595 0.002 0.000 0.005
H -3.1498 -3.1239 -0.2258 0.011 -0.008 -0.018
H -4.5306 -3.4393 1.7777 0.001 0.001 0.002
H -3.6422 -2.8507 4.0104 0.000 -0.001 -0.001
H -1.3633 -1.9071 4.2152 -0.006 -0.001 0.005
H 0.0109 -1.5586 2.2043 -0.023 -0.010 -0.003
H 2.2056 -1.1139 -3.3762 -0.002 0.000 0.009
H 4.0178 -2.0435 -4.7702 0.005 -0.002 0.000
H 6.2266 -2.5255 -3.7651 0.002 0.001 0.000
H 6.6207 -2.0647 -1.3691 0.001 0.000 0.003
H 4.8051 -1.1589 0.0311 -0.001 0.001 0.002
H 3.4958 1.7718 -0.2212 -0.008 -0.010 -0.004
H 4.5297 2.8399 1.7326 -0.001 0.000 0.005
H 4.3165 1.8111 3.9736 -0.001 -0.002 0.002
H 3.0575 -0.3015 4.2398 0.000 0.003 0.002
H 2.0338 -1.3824 2.2883 0.017 0.034 0.009
Se -0.9560 1.6566 -3.8750 0.006 0.007 0.203
C -1.2692 2.3459 -2.1861 -0.055 0.107 -0.150
N -1.3939 2.6565 -1.0726 -0.061 0.101 0.006
```
Positions in Å, forces in eV/Å.

Mulliken atomic charges, in units of e: number 1, Ag, carries -0.642; number 2, C, carries -0.598; number 3, S, carries -0.118; number 4, C, carries -1.010; number 5, C, carries 1.129; number 6, C, carries -1.704; number 7, N, carries 0.524; number 8, P, carries 0.485; number 9, C, carries 0.253; number 10, C, carries -0.018; number 11, C, carries -0.706; number 12, C, carries -0.493; number 13, C, carries -0.684; number 14, C, carries -0.362; number 15, C, carries 0.636; number 16, C, carries -0.686; number 17, C, carries -0.598; number 18, C, carries -0.507; number 19, C, carries -0.608; number 20, C, carries -0.509; number 21, P, carries 0.411; number 22, C, carries 0.373; number 23, C, carries -0.087; number 24, C, carries -0.639; number 25, C, carries -0.577; number 26, C, carries -0.717; number 27, C, carries -0.218; number 28, C, carries 0.726; number 29, C, carries -0.403; number 30, C, carries -0.663; number 31, C, carries -0.484; number 32, C, carries -1.052; number 33, C, carries 0.163; number 34, H, carries 0.382; number 35, H, carries 0.254; number 36, H, carries 0.026; number 37, H, carries 0.433; number 38, H, carries 0.389; number 39, H, carries -0.117; number 40, H, carries -0.450; number 41, H, carries 0.660; number 42, H, carries 0.338; number 43, H, carries 0.477; number 44, H, carries 0.427; number 45, H, carries 0.407; number 46, H, carries 0.441; number 47, H, carries 0.366; number 48, H, carries 0.449; number 49, H, carries 0.396; number 50, H, carries 0.382; number 51, H, carries 0.430; number 52, H, carries 0.425; number 53, H, carries 0.293; number 54, H, carries 0.434; number 55, H, carries 0.429; number 56, H, carries 0.392; number 57, H, carries 0.354; number 58, H, carries 0.462; number 59, H, carries 0.410; number 60, H, carries 0.384; number 61, H, carries 0.418; number 62, H, carries 0.170; number 63, Se, carries -0.304; number 64, C, carries 0.394; number 65, N, carries -0.571


ORCA calculation (ωB97M-V/def2-TZVPD) on a structure of composition C7H19K2O6.

- DFT total energy (Eh) = -1929.1065
- HOMO-LUMO gap (eV) = 4.4
- ΔE to the lowest compared entry with this formula, charge and spin (eV) = 4.147
- net charge = +1

Geometry as XYZ:
```
34
Properties=species:S:1:pos:R:3:forces:R:3
K -4.8392 1.6453 -5.6906 0.296 0.008 0.190
K -4.9548 -4.3065 -2.6606 0.510 0.179 0.177
O -0.0617 -0.6482 -1.2789 0.784 0.977 0.997
C -1.0261 -1.1203 -2.0572 -3.335 0.632 -1.118
O -2.0854 -0.4906 -2.2777 -0.528 1.990 0.457
O -0.8637 -2.2306 -2.5155 1.305 -3.719 -1.054
H 0.4500 -1.4600 -1.2519 0.921 -0.003 0.363
C 5.1871 -3.7533 -2.3630 1.856 -1.274 0.731
C 5.9703 -4.8710 -1.5675 -1.687 -0.876 -1.082
O 5.0647 -5.7895 -0.9875 -1.512 -0.457 0.725
H 4.8587 -4.1412 -3.3273 -0.328 -0.258 0.260
H 6.0426 -3.1297 -2.6225 -0.515 1.039 0.088
H 4.3608 -3.3159 -1.8026 0.383 0.252 -0.058
H 6.6002 -4.5846 -0.7253 0.438 0.760 -0.650
H 6.4301 -5.4826 -2.3438 1.159 0.601 0.061
H 5.3253 -6.7049 -1.1129 0.203 0.210 -0.074
C -6.1041 2.8798 -0.2668 -0.409 1.443 1.478
C -5.4667 2.6750 1.1114 0.008 -2.650 -1.312
O -4.8487 1.3906 0.9635 0.646 -0.303 0.451
H -5.3978 2.8382 -1.0959 0.261 0.432 0.158
H -6.5138 3.8699 -0.0671 -0.571 0.287 -1.358
H -6.8713 2.1324 -0.4688 -0.107 0.157 0.309
H -6.2407 2.4642 1.8494 0.033 0.794 0.188
H -4.7150 3.4018 1.4191 -0.352 0.330 -0.042
H -4.5168 1.4231 0.0632 0.543 -0.542 0.126
C 1.4413 3.1811 2.6071 1.682 -0.433 -1.191
C 2.0613 2.8903 3.9956 -0.288 0.240 -1.047
O 1.1428 3.3464 4.9273 -0.858 0.038 1.449
H 1.2269 4.2249 2.3776 -0.039 0.081 0.612
H 0.5963 2.5826 2.2667 -0.480 -0.145 0.999
H 2.1207 2.8836 1.8083 0.598 0.080 -0.025
H 2.9920 3.3833 4.2764 0.029 0.556 -0.784
H 2.3401 1.8462 4.1375 -0.470 -0.464 -0.223
H 0.2947 2.9705 4.6802 -0.177 0.040 0.200
```
Positions in Å, forces in eV/Å.

Mulliken atomic charges, in units of e: number 1, K, carries 0.991; number 2, K, carries 0.984; number 3, O, carries -0.427; number 4, C, carries 0.676; number 5, O, carries -0.807; number 6, O, carries -0.730; number 7, H, carries 0.309; number 8, C, carries -0.874; number 9, C, carries -0.240; number 10, O, carries -0.536; number 11, H, carries 0.264; number 12, H, carries 0.289; number 13, H, carries 0.285; number 14, H, carries 0.263; number 15, H, carries 0.252; number 16, H, carries 0.298; number 17, C, carries -0.980; number 18, C, carries -0.206; number 19, O, carries -0.495; number 20, H, carries 0.318; number 21, H, carries 0.291; number 22, H, carries 0.280; number 23, H, carries 0.251; number 24, H, carries 0.260; number 25, H, carries 0.285; number 26, C, carries -1.049; number 27, C, carries -0.214; number 28, O, carries -0.514; number 29, H, carries 0.297; number 30, H, carries 0.353; number 31, H, carries 0.323; number 32, H, carries 0.265; number 33, H, carries 0.226; number 34, H, carries 0.313